The molecule C3H3N3, computed with ωB97M-V/def2-TZVPD.

## Properties
SMILES: c1cnnnc1
HOMO level (eV): -9.975
DFT total energy (hartree): -280.3131
Strongest force on any atom (eV Å⁻¹): 0.28
Relative energy (zero: lowest compared OMol25 entry of this formula, charge and spin) (kcal per mole): 42.4

Last column: Löwdin charge in e.
Cartesian coordinates (Å):
C  1.314  0.311  -0.004  -0.0456
C  0.853  -0.994  0.004  -0.1367
C  0.318  1.272  -0.002  -0.1317
H  2.371  0.553  0.000  0.1049
H  1.521  -1.857  0.010  0.1086
H  0.533  2.337  0.001  0.1064
N  -0.446  -1.285  -0.003  0.0146
N  -1.338  -0.315  -0.002  -0.0344
N  -0.978  0.948  0.005  0.0139